Entry 1:
DFT (ωB97M-V/def2-TZVPD) results for C5H6O in the gas phase.

Last column: Löwdin charge in e.
Cartesian coordinates (Å):
C (1.237, 1.704, -1.696)  0.05
C (0.596, 1.122, -0.601)  -0.25
C (0.282, 0.376, 0.381)  0.09
C (-0.736, -0.326, 1.107)  -0.51
O (-1.626, 0.279, 1.693)  0.04
C (-0.603, -1.842, 1.163)  -0.02
H (1.805, 1.100, -2.408)  0.08
H (-0.298, 1.494, -1.279)  0.21
H (1.079, 2.751, -1.950)  0.07
H (0.104, -2.229, 0.419)  0.08
H (-0.252, -2.135, 2.162)  0.09
H (-1.590, -2.293, 1.010)  0.09

Properties
**Energy above the lowest of the compared OMol25 structures with the same formula, charge and spin**: 4.7744 eV
**Highest occupied orbital energy (alpha / beta)**: -8.30 / -8.30 eV
**Frontier orbital gap (alpha / beta)**: 7.69 / 7.69 eV
**Strongest force on any atom**: 0.9 eV/A

Entry 2:
DFT (ωB97M-V/def2-TZVPD) results for C2H3Cl2N in the gas phase.

Last column: Löwdin charge in e.
Cartesian coordinates (Å):
C (-0.451, -0.001, 0.498)  -0.64
C (0.393, 0.656, -0.653)  -0.83
N (0.711, 0.484, -1.889)  0.06
Cl (-1.209, -1.575, 0.193)  0.53
Cl (0.720, 2.281, -0.203)  0.67
H (-1.380, 0.612, 0.625)  0.06
H (0.135, -0.182, 1.501)  0.11
H (0.694, -0.366, -2.395)  0.04

Properties
**Energy above the lowest of the compared OMol25 structures with the same formula, charge and spin**: 0.4347 eV
**Highest occupied orbital energy**: -10.43 eV
**Frontier orbital gap**: 11.12 eV
**Strongest force on any atom**: 3.1 eV/A
**SMILES**: [H]/N=C(/Cl)CCl